Molecular formula: C23H18Cl4CsIN4O4
Method: DFT, ωB97M-V/def2-TZVPD

Values from the calculation:
Energy above the lowest of the compared OMol25 structures with the same formula, charge and spin   0.000 eV

```
! wB97M-V def2-TZVPD RIJCOSX def2/J DEFGRID3
* xyz -2 1
Cs 1.216 -1.318 1.141
Cl 6.853 2.564 3.230
C 5.187 2.036 3.300
C 4.605 1.714 4.502
Cl 5.518 1.832 5.987
C 3.271 1.273 4.515
Cl 2.509 0.887 6.054
C 2.464 1.126 3.372
O 1.251 0.726 3.424
C 3.089 1.494 2.084
O 2.417 1.441 0.992
C 4.427 1.921 2.123
Cl 5.154 2.345 0.577
N 3.168 -2.278 -1.430
C 3.410 -3.684 -1.754
C 2.086 -4.407 -1.944
C 1.171 -4.185 -0.733
O 1.575 -4.637 0.360
O 0.119 -3.518 -0.929
H 2.543 -1.851 -2.104
H 4.023 -1.737 -1.403
H 3.934 -4.135 -0.908
H 4.038 -3.819 -2.648
H 2.280 -5.478 -2.052
H 1.584 -4.047 -2.847
N -0.211 1.711 0.674
C -1.462 2.173 0.481
C -2.346 2.423 1.519
C -3.655 2.872 1.269
C -4.120 3.087 0.001
C -3.253 2.831 -1.091
C -3.656 2.970 -2.438
C -2.788 2.675 -3.447
C -1.484 2.245 -3.109
N -1.073 2.111 -1.878
C -1.939 2.383 -0.868
H 0.225 1.696 1.592
H 0.477 1.772 -0.060
H -2.002 2.264 2.534
H -4.312 3.053 2.112
H -5.133 3.420 -0.186
H -4.667 3.301 -2.656
H -3.082 2.764 -4.486
H -0.766 2.005 -3.888
I -2.667 -2.878 2.308
C -2.942 -2.265 0.334
C -2.596 -3.096 -0.714
C -2.750 -2.591 -2.000
C -3.219 -1.298 -2.164
N -3.530 -0.490 -1.150
C -3.383 -0.980 0.076
H -2.167 -4.071 -0.551
H -2.452 -3.190 -2.850
H -3.333 -0.870 -3.156
H -3.604 -0.291 0.883
*
```

=====

Molecular formula: C23H18ClN2O3S2Sn
Method: DFT, ωB97M-V/def2-TZVPD

Values from the calculation:
Energy above the lowest of the compared OMol25 structures with the same formula, charge and spin   1.251 eV

```
! wB97M-V def2-TZVPD RIJCOSX def2/J DEFGRID3
* xyz 1 1
Sn -1.038 1.936 -2.493
C 2.830 -0.066 -0.357
C 1.850 0.938 -0.891
N 0.782 0.524 -1.520
N 0.660 -0.817 -1.752
C -0.452 -1.383 -1.665
S -2.101 -1.086 -1.266
S -1.014 -2.964 -2.244
C -0.849 -4.074 -0.765
C 0.562 -4.202 -0.313
C 1.043 -3.435 0.741
C 2.351 -3.584 1.170
C 3.187 -4.493 0.543
C 2.721 -5.238 -0.528
C 1.416 -5.092 -0.957
C 2.081 2.332 -0.593
C 3.371 2.723 -0.172
C 3.630 3.971 0.333
C 2.589 4.887 0.478
C 1.334 4.565 0.023
C 1.061 3.323 -0.570
O -0.170 3.143 -1.027
H 2.360 -1.040 -0.241
H 3.240 0.250 0.599
H 3.654 -0.186 -1.063
H -1.244 -5.017 -1.137
H -1.507 -3.675 0.002
H 0.388 -2.733 1.240
H 2.718 -2.993 1.995
H 4.202 -4.619 0.887
H 3.375 -5.936 -1.029
H 1.048 -5.673 -1.789
H 4.186 2.026 -0.282
H 4.633 4.240 0.626
H 2.764 5.846 0.940
H 0.517 5.270 0.082
Cl -5.882 2.145 3.661
C -4.816 1.703 2.389
C -3.823 0.747 2.614
C -2.968 0.390 1.593
C -3.058 0.989 0.336
O -2.214 0.642 -0.645
C -4.062 1.958 0.103
C -4.204 2.644 -1.160
O -3.400 2.685 -2.081
C -4.941 2.287 1.144
H -3.735 0.285 3.585
H -2.204 -0.351 1.763
H -5.157 3.186 -1.273
H -5.711 3.023 0.966
*
```

=====

Molecular formula: C23H18FN3O6S2
Method: DFT, ωB97M-V/def2-TZVPD

Values from the calculation:
Structure (SMILES)   O=C(CN1C(=O)S/C(=C\c2ccc(F)cc2)C1=O)Nc1cccc(S(=O)(=O)NCc2ccco2)c1
Energy above the lowest of the compared OMol25 structures with the same formula, charge and spin   0.035 eV

```
! wB97M-V def2-TZVPD RIJCOSX def2/J DEFGRID3
* xyz 0 1
O -2.371 -0.335 -4.571
C -2.291 0.533 -3.739
C -3.498 0.984 -2.889
N -3.323 0.512 -1.523
C -3.960 -0.633 -1.099
O -4.747 -1.281 -1.716
S -3.434 -1.006 0.569
C -2.397 0.405 0.631
C -1.550 0.831 1.594
C -1.215 0.259 2.869
C -1.848 -0.870 3.401
C -1.455 -1.392 4.615
C -0.418 -0.784 5.304
F -0.022 -1.302 6.478
C 0.224 0.342 4.814
C -0.182 0.859 3.603
C -2.486 1.144 -0.631
O -1.884 2.168 -0.890
N -1.159 1.196 -3.382
C 0.159 0.781 -3.585
C 0.538 -0.129 -4.568
C 1.853 -0.559 -4.641
C 2.796 -0.114 -3.728
C 2.408 0.800 -2.768
S 3.538 1.273 -1.472
O 4.894 1.069 -1.879
O 3.152 2.549 -0.937
N 3.176 0.057 -0.359
C 2.047 0.354 0.509
C 1.784 -0.766 1.456
C 0.907 -1.808 1.403
C 1.119 -2.566 2.580
C 2.111 -1.930 3.257
O 2.519 -0.841 2.586
C 1.116 1.268 -2.695
H -4.407 0.530 -3.288
H -3.580 2.074 -2.876
H -1.022 1.745 1.339
H -2.656 -1.339 2.863
H -1.937 -2.261 5.034
H 1.024 0.792 5.380
H 0.309 1.735 3.207
H -1.256 1.909 -2.661
H -0.201 -0.505 -5.256
H 2.138 -1.261 -5.410
H 3.819 -0.451 -3.745
H 4.008 -0.201 0.153
H 2.221 1.287 1.064
H 1.179 0.487 -0.140
H 0.199 -2.011 0.626
H 0.605 -3.458 2.874
H 2.596 -2.143 4.189
H 0.861 2.005 -1.948
*
```

=====

Molecular formula: C23H18N3O11S3
Method: DFT, ωB97M-V/def2-TZVPD

```
! wB97M-V def2-TZVPD RIJCOSX def2/J DEFGRID3
* xyz -1 1
C 1.442 4.597 -3.958
C 1.647 3.733 -2.744
C 2.282 4.281 -1.632
C 2.487 3.515 -0.481
C 1.992 2.206 -0.449
S 2.078 1.256 1.054
O 2.700 -0.007 0.811
O 2.456 2.167 2.099
N 0.384 0.872 1.372
C -0.551 1.878 1.660
C -0.412 3.246 1.852
C -1.569 3.987 2.231
N -1.496 5.411 2.236
O -2.505 6.064 2.582
O -0.423 5.953 1.883
C -2.814 3.343 2.492
C -2.950 1.975 2.207
C -1.826 1.239 1.805
C -1.612 -0.165 1.571
N -2.568 -1.118 1.960
O -3.791 -0.828 1.903
O -2.164 -2.226 2.413
C -0.254 -0.333 1.227
C 1.440 1.609 -1.584
C 1.247 2.391 -2.723
H 0.763 4.109 -4.660
H 1.033 5.567 -3.655
H 2.374 4.807 -4.499
H 2.656 5.309 -1.642
H 3.018 3.942 0.368
H 0.552 3.757 1.743
H -3.656 3.886 2.927
H -3.901 1.441 2.316
H 0.259 -1.260 1.113
H 1.183 0.545 -1.556
H 0.800 1.916 -3.600
C 3.372 -3.426 -1.797
O 2.374 -2.427 -1.263
C 1.216 -2.838 -0.783
S 1.090 -3.629 0.851
O 1.814 -4.885 0.757
O 1.326 -2.731 1.978
C -0.624 -4.039 0.596
C -1.034 -4.247 -0.721
C -2.276 -4.828 -1.002
C -3.109 -5.193 0.078
C -2.736 -4.896 1.395
C -1.461 -4.367 1.657
S 0.026 -3.543 -1.989
O -0.698 -2.530 -2.738
O 0.763 -4.604 -2.679
H 4.286 -2.842 -1.889
H 3.458 -4.260 -1.073
H 3.025 -3.773 -2.780
H -2.550 -4.988 -2.045
H -4.051 -5.719 -0.113
H -3.421 -5.063 2.240
H -1.091 -4.237 2.674
*
```

=====

For reference, frontier orbital gap by record: 4.4; 7.4; 7.7; 4.5 eV.
For reference, highest occupied orbital energy by record: -0.63; -10.95; -8.80; -3.56 eV.
For reference, E_tot by record: -3566.0047; -2693.0975; -2399.2485; -3073.4643 a.u..